# 1
{
  "formula": "CH8N4",
  "method": "the ωB97M-V functional and the def2-TZVPD basis",
  "e_homo_ev": [-7.4, -7.4],
  "gap_ev": [7.5, 7.5],
  "symbols": ["N", "N", "N", "N", "C", "H", "H", "H", "H", "H", "H", "H", "H"],
  "positions_angstrom": [[1.525, 0.286, 0.742], [0.897, -0.736, 1.267], [-0.434, 0.104, -0.832], [1.120, -1.854, 0.603], [-1.418, 1.111, -0.476], [0.830, 0.490, -0.317], [1.384, 1.086, 1.359], [0.459, -2.582, 0.824], [-0.725, -0.307, -1.721], [-2.431, 0.695, -0.399], [1.408, -1.784, -0.372], [-1.457, 1.961, -1.180], [-1.158, 1.531, 0.500]],
  "atomic_forces_ev_per_a": [[-0.9, -1.3, 1.1], [2.0, 0.8, -0.4], [0.9, 0.3, 0.7], [-0.4, 0.6, 0.1], [0.3, 0.3, -0.2], [-2.3, -1.2, -1.9], [-0.1, -0.2, 0.1], [0.0, 0.1, 0.0], [0.7, 0.4, 0.0], [0.1, 0.0, 0.0], [0.1, 0.2, 0.2], [-0.1, 0.0, 0.1], [-0.1, 0.0, 0.1]]
}

=====

# 2
{
  "formula": "CH8N4O",
  "method": "the ωB97M-V functional and the def2-TZVPD basis",
  "smiles": "NC(N)(N)NO",
  "e_homo_ev": -9.3,
  "gap_ev": 10.2,
  "symbols": ["O", "N", "N", "N", "N", "C", "H", "H", "H", "H", "H", "H", "H", "H"],
  "positions_angstrom": [[1.729, 0.686, -1.159], [-0.163, -1.155, 1.075], [1.375, 0.216, 0.195], [-0.709, -0.464, -1.061], [-0.961, 0.972, 0.725], [-0.275, -0.103, 0.189], [-1.218, -1.407, 0.882], [0.425, -1.855, 0.634], [-0.013, -0.144, -1.730], [-1.966, 0.992, 0.629], [1.998, -0.586, 0.277], [-0.541, 1.207, 1.617], [-1.583, 0.008, -1.256], [1.901, 1.633, -1.017]],
  "atomic_forces_ev_per_a": [[0.1, 0.3, 1.1], [-3.8, -2.5, 1.3], [-1.7, 1.9, -2.0], [-0.6, -0.3, -2.4], [0.5, 1.6, 0.4], [5.2, 1.1, 0.4], [2.4, -1.1, 1.6], [-0.5, -0.4, 0.0], [-0.2, 0.0, -0.2], [0.3, 0.0, 0.3], [-0.8, -0.3, 0.0], [-0.8, 0.1, 0.1], [0.1, 0.1, -0.4], [-0.1, -0.5, -0.1]]
}

=====

# 3
{
  "formula": "CH8N4S",
  "method": "the ωB97M-V functional and the def2-TZVPD basis",
  "charge": 2,
  "e_homo_ev": [-19.1, -19.1],
  "gap_ev": [7.5, 7.5],
  "symbols": ["S", "N", "N", "N", "N", "C", "H", "H", "H", "H", "H", "H", "H", "H"],
  "positions_angstrom": [[2.114, -1.631, 1.608], [0.570, 0.232, 0.713], [0.972, -1.047, 0.626], [-2.238, 0.673, -1.404], [-1.510, 0.382, -0.330], [-0.425, 0.947, 0.073], [-0.106, 1.950, -0.212], [-1.944, -0.381, 0.206], [2.101, -0.712, 2.780], [-3.277, 0.989, -1.368], [2.373, -1.795, -1.076], [1.138, 0.708, 1.516], [-1.743, 0.863, -2.246], [1.975, -1.176, -0.887]],
  "atomic_forces_ev_per_a": [[-0.9, 1.0, 1.6], [2.9, -1.3, 4.3], [-1.6, 2.1, 0.7], [-2.4, 1.4, -0.5], [-1.4, -1.1, 1.0], [0.8, -0.2, -1.4], [-0.4, -0.1, -0.3], [0.7, -0.2, 0.1], [0.0, -1.0, -1.9], [2.4, -1.0, 0.4], [-0.1, 0.5, -0.4], [-1.5, 0.0, -2.0], [0.5, 0.5, -0.5], [0.9, -0.8, -1.2]]
}

=====

# 4
{
  "formula": "CH8N5",
  "method": "the ωB97M-V functional and the def2-TZVPD basis",
  "charge": 1,
  "e_homo_ev": -12.8,
  "gap_ev": 7.2,
  "symbols": ["N", "N", "N", "N", "N", "C", "H", "H", "H", "H", "H", "H", "H", "H"],
  "positions_angstrom": [[0.075, -0.177, 0.348], [1.255, -2.001, -0.537], [-1.984, 1.825, 1.213], [1.640, 0.134, -1.290], [-1.979, 1.403, 0.105], [0.947, -0.661, -0.472], [2.230, -2.142, -0.840], [-1.902, 2.867, 1.465], [1.318, 0.988, -1.653], [2.357, -0.494, -1.792], [1.055, -2.499, 0.314], [-2.230, 1.273, 2.080], [-2.429, 0.435, 0.128], [-0.352, -0.950, 0.929]],
  "atomic_forces_ev_per_a": [[-1.8, -0.6, 1.0], [1.4, 0.1, -0.3], [-1.0, 2.7, 5.4], [2.9, -3.4, -1.2], [-1.0, -2.4, -2.7], [-1.0, 0.1, 1.1], [-0.8, -0.4, 0.3], [0.8, -1.6, -1.1], [-0.3, 0.9, -0.3], [-1.6, 2.5, 0.3], [0.0, -0.2, 0.0], [0.2, 0.3, -1.1], [1.5, 0.9, -0.5], [0.7, 1.0, -0.9]]
}

=====

# 5
{
  "formula": "CH8N5",
  "method": "the ωB97M-V functional and the def2-TZVPD basis",
  "charge": 1,
  "e_homo_ev": -13.7,
  "gap_ev": 9.6,
  "symbols": ["N", "N", "N", "N", "N", "C", "H", "H", "H", "H", "H", "H", "H", "H"],
  "positions_angstrom": [[-2.416, -0.399, 0.119], [2.063, 0.269, 0.383], [-0.189, -0.854, 0.141], [-1.009, 1.318, -0.438], [3.053, -0.208, -0.095], [-1.159, 0.035, -0.026], [-2.576, -1.377, 0.030], [0.924, -0.398, 0.261], [3.032, -1.255, -0.569], [-0.041, 1.771, -0.331], [3.943, 0.432, -0.322], [-3.186, 0.176, -0.167], [-1.784, 1.947, -0.540], [-0.520, -1.632, 0.656]],
  "atomic_forces_ev_per_a": [[-0.6, 0.4, 0.0], [0.7, 1.0, 0.2], [0.6, 2.4, -0.4], [3.3, 0.1, 0.7], [1.5, -1.1, -2.5], [-0.4, -0.1, -0.8], [-0.1, -0.5, 0.1], [-1.1, -1.0, 0.3], [0.5, 2.6, 1.3], [-2.3, -1.0, -0.3], [-1.8, -1.8, 0.8], [-0.1, 0.1, 0.0], [-0.1, -0.1, 0.1], [0.0, -1.0, 0.4]]
}

=====

# 6
{
  "formula": "CH8NP2",
  "method": "the ωB97M-V functional and the def2-TZVPD basis",
  "charge": 1,
  "e_homo_ev": [-12.5, -13.6],
  "spin_multiplicity": 3,
  "gap_ev": [8.5, 7.0],
  "symbols": ["P", "P", "N", "C", "H", "H", "H", "H", "H", "H", "H", "H"],
  "positions_angstrom": [[-0.797, 1.524, 0.684], [-0.311, -0.600, -1.681], [1.028, -0.771, 0.897], [0.120, 0.026, -0.006], [1.393, -0.124, 1.684], [-0.765, -1.847, -1.075], [0.560, -1.672, 1.104], [-1.996, 0.957, 1.266], [-1.456, 0.181, -1.676], [1.930, -0.678, 0.385], [1.532, 1.240, -0.934], [-1.239, 1.764, -0.647]],
  "atomic_forces_ev_per_a": [[0.9, -0.6, -0.3], [1.2, -0.8, 1.3], [0.8, 3.5, -0.6], [-2.7, 0.0, 1.2], [-1.7, -1.6, -0.3], [-0.1, 0.5, -0.7], [1.3, 0.3, 0.3], [0.5, -0.1, -0.6], [-0.6, -0.4, -0.2], [-0.2, -1.9, -0.2], [0.9, 0.6, -0.6], [-0.3, 0.3, 0.7]]
}

=====

# 7
{
  "formula": "CH8O3",
  "method": "the ωB97M-V functional and the def2-TZVPD basis",
  "smiles": "CO.O.O",
  "e_homo_ev": -10.3,
  "gap_ev": 10.8,
  "symbols": ["O", "O", "O", "C", "H", "H", "H", "H", "H", "H", "H", "H"],
  "positions_angstrom": [[-1.982, -0.395, -0.210], [-0.930, 0.666, 2.096], [1.754, 0.446, -0.699], [1.478, -0.684, -1.512], [0.675, -1.352, -1.180], [-1.479, 0.404, 2.844], [-0.177, 1.204, 2.319], [-1.788, -1.328, -0.195], [-1.613, 0.122, 0.521], [1.043, 1.081, -0.811], [2.331, -1.356, -1.448], [1.248, -0.328, -2.516]],
  "atomic_forces_ev_per_a": [[-0.7, 0.8, -0.9], [-0.6, -0.5, -0.6], [-0.1, -0.2, 0.4], [-0.1, -0.2, 0.1], [-0.4, 0.6, 0.3], [0.6, 0.4, 0.1], [0.2, 0.1, 0.6], [0.4, 0.0, 0.6], [0.3, -0.8, 0.2], [-0.1, 0.0, 0.0], [0.4, 0.4, -0.5], [0.2, -0.5, -0.2]]
}

=====

# 8
{
  "formula": "CH9N2O2",
  "method": "the ωB97M-V functional and the def2-TZVPD basis",
  "charge": 1,
  "e_homo_ev": -14.9,
  "gap_ev": 11.3,
  "symbols": ["O", "O", "N", "N", "C", "H", "H", "H", "H", "H", "H", "H", "H", "H"],
  "positions_angstrom": [[0.577, -2.793, -0.847], [-0.599, 1.078, 3.060], [0.861, -0.054, -0.838], [-0.581, 1.732, -0.803], [-0.219, 0.531, -1.227], [-0.839, -0.002, -1.932], [0.703, -3.510, -1.477], [-1.108, 2.385, -1.363], [-0.339, 0.286, 3.538], [1.134, -0.953, -1.161], [-1.518, 1.264, 3.262], [1.394, 0.351, -0.075], [0.737, -3.131, 0.038], [-0.426, 2.047, 0.146]],
  "atomic_forces_ev_per_a": [[0.0, 0.3, -0.2], [0.3, 0.1, -0.6], [0.1, 0.9, 1.2], [-0.4, 0.3, 0.5], [-0.1, 0.5, -0.3], [0.1, 0.2, -0.6], [0.0, -0.2, 0.2], [-0.5, -0.6, -0.1], [-0.2, 0.0, 0.2], [-0.2, -1.2, -0.1], [-0.1, -0.2, 0.3], [0.2, 0.0, -0.3], [0.0, -0.3, -0.1], [0.6, 0.0, -0.1]]
}

=====

Computed values of max |F| (unit: Eh/bohr) for the preceding records, in sequence: 0.06268; 0.10432; 0.10461; 0.11808; 0.06491; 0.07140; 0.02719; 0.02943.